# 1
Here is C6H11P in the gas phase from the Open Molecules 2025 dataset. Energies are from ωB97M-V/def2-TZVPD.

Results
Highest occupied orbital energy (spin up / spin down), eV: -7.283 / -7.287
Maximum force, eV/Å: 2.37
Energy relative to the best compared isomer or geometry (same formula, charge and spin), kcal/mol: 45.7
Orbital gap (spin up / spin down), eV: 7.83 / 8.08

Structure (XYZ):
```
18
Properties=species:S:1:pos:R:3:forces:R:3
C 0.85804 0.57743 1.47349 -0.068 0.011 0.008
C 1.76267 0.05635 0.34604 0.167 0.090 0.016
C -0.37609 1.17780 0.78085 -0.003 0.045 -0.046
C 0.89460 0.00869 -0.85706 -1.409 -0.863 0.329
C -0.48600 0.45470 -0.56239 -0.576 0.132 0.100
C -1.10160 -0.94451 -0.47543 2.216 0.806 -0.267
P -1.41811 -1.81825 -2.01198 0.146 -0.152 -0.189
H 0.55963 -0.24805 2.11827 0.015 -0.031 0.058
H 1.36643 1.31646 2.09316 -0.029 -0.089 0.063
H 2.57691 0.76022 0.13591 0.099 -0.011 0.065
H 2.23066 -0.89740 0.59527 0.076 -0.011 -0.004
H -1.27650 1.05553 1.38225 -0.048 0.090 -0.022
H -0.22484 2.24203 0.59574 -0.012 0.043 0.007
H 1.18741 -0.41478 -1.79771 0.107 -0.037 -0.276
H -0.98830 1.03674 -1.33984 0.053 0.016 0.076
H -0.77622 -1.56755 0.35211 -0.159 0.077 0.220
H -2.21214 -0.82103 -2.59409 -0.201 0.280 -0.236
H -2.52710 -2.51465 -1.53478 -0.374 -0.396 0.096
```
Forces are in eV/Å.

***

# 2
Here is C6H12 in the gas phase from the Open Molecules 2025 dataset. Energies are from ωB97M-V/def2-TZVPD.

Results
Highest occupied orbital energy, eV: -10.258
Maximum force, eV/Å: 2.40
Energy relative to the best compared isomer or geometry (same formula, charge and spin), kcal/mol: 38.8
Orbital gap, eV: 11.46
Structure (SMILES): C[C@@H]1CC[C@@H]1C

Structure (XYZ):
```
18
Properties=species:S:1:pos:R:3:forces:R:3
C 1.06739 0.77179 1.07611 0.127 -0.015 0.050
C -0.37814 0.31329 0.92432 0.247 -0.255 0.028
C -1.18510 1.29914 0.03987 0.048 -0.239 -0.017
C -0.90812 0.36277 -1.15919 0.217 -0.279 -0.184
C -0.46991 -0.81360 -0.20094 1.228 -0.669 -0.348
C 0.79078 -1.73943 -0.56602 0.063 0.785 -0.020
H 1.67295 -0.02026 1.52551 0.028 0.127 -0.009
H 1.50252 1.00755 0.09651 -0.049 -0.027 0.178
H 1.15200 1.66901 1.69845 -0.084 -0.124 -0.035
H -0.81314 0.14352 1.92080 0.093 -0.343 -0.360
H -2.24627 1.38813 0.30763 0.244 -0.285 -0.058
H -0.78817 2.32691 -0.02632 -0.017 -0.438 -0.017
H -0.00340 0.71048 -1.67000 -0.140 -0.069 -0.131
H -1.70191 0.27433 -1.91111 0.173 -0.354 0.246
H -1.02648 -1.72725 -0.07840 -2.184 0.763 0.635
H 1.52057 -1.14441 -1.09730 0.593 -0.015 -0.059
H 1.25098 -2.19779 0.32983 -0.214 0.532 -0.201
H 0.56345 -2.62418 -1.20975 -0.372 0.905 0.300
```
Forces are in eV/Å.

***

# 3
Here is a molecular structure, C6H12 from the Open Molecules 2025 dataset. Energies are from ωB97M-V/def2-TZVPD.

Results
Highest occupied orbital energy, eV: -8.546
Maximum force, eV/Å: 1.17
Energy relative to the best compared isomer or geometry (same formula, charge and spin), kcal/mol: 105.9
Orbital gap, eV: 9.52

Structure (XYZ):
```
18
Properties=species:S:1:pos:R:3:forces:R:3
C -0.59756 1.60016 0.06068 0.081 0.079 -0.047
C 0.29567 0.36770 -0.17725 0.323 0.238 -0.313
C 1.72513 0.73645 -0.46869 0.190 0.075 -0.216
C 0.08330 -0.72785 0.80470 0.186 -0.054 -0.410
C -0.96268 -1.24616 0.09311 -0.155 0.449 -0.101
C -0.49678 -0.59974 -1.15684 -0.214 0.351 -0.537
H -0.63414 2.19934 -0.85657 0.049 0.006 0.141
H -1.62669 1.31399 0.31439 0.301 -0.033 -0.062
H -0.21983 2.23901 0.86736 0.026 -0.132 -0.096
H 1.78475 1.30539 -1.39700 0.230 0.066 -0.015
H 2.33182 -0.17087 -0.55629 0.020 0.167 -0.102
H 2.13322 1.34457 0.34901 -0.038 -0.069 -0.178
H 0.83757 -1.17143 1.45135 -0.597 0.541 0.560
H -0.78395 -1.81342 2.15383 -0.379 -0.851 0.705
H -1.97264 -1.54300 0.35523 0.475 -0.844 -0.165
H -0.92842 -2.39266 1.69126 -0.153 -0.486 1.017
H -1.22564 -0.21753 -1.86907 0.034 0.327 -0.155
H 0.25689 -1.22395 -1.65921 -0.381 0.169 -0.026
```
Forces are in eV/Å.

***

# 4
Here is C6H12 in the gas phase from the Open Molecules 2025 dataset. Energies are from ωB97M-V/def2-TZVPD.

Results
Highest occupied orbital energy, eV: -7.493
Maximum force, eV/Å: 3.31
Energy relative to the best compared isomer or geometry (same formula, charge and spin), kcal/mol: 84.4
Orbital gap, eV: 8.63
Structure (SMILES): C/C=C\CCC

Structure (XYZ):
```
18
Properties=species:S:1:pos:R:3:forces:R:3
C 1.61696 -0.50970 0.97475 -0.099 0.066 0.002
C 1.20913 -0.62274 -0.47921 0.241 -0.385 -0.439
C -0.50379 1.54207 -0.09060 -0.195 0.047 -0.017
C -1.35730 0.39032 0.50456 0.222 -0.343 0.234
C -1.22390 -0.92075 -0.32464 0.930 -1.764 1.202
C 0.05534 -1.04556 -1.04556 0.694 1.169 -0.930
H 0.82057 -0.67234 1.70882 0.039 0.051 -0.278
H 2.10917 0.43991 1.22327 -0.177 -0.092 -0.151
H 2.37492 -1.28776 1.16385 -0.178 0.178 -0.080
H 1.95949 -0.30582 -1.18482 0.670 -0.728 -0.132
H -1.07622 2.45951 -0.22056 -0.174 -0.008 0.255
H 0.38654 1.78554 0.50434 -0.293 -0.101 -0.184
H -1.07220 0.16478 1.53343 0.034 0.330 0.078
H -2.39922 0.74295 0.57993 0.246 -0.541 -0.297
H -2.16975 -1.29236 -0.71410 0.507 -0.033 -0.505
H -0.16636 1.24578 -1.08374 -0.008 0.360 0.137
H -0.56043 -1.93087 0.00305 -2.646 1.200 1.587
H 0.04105 -1.50698 -2.02506 0.185 0.593 -0.482
```
Forces are in eV/Å.

***

# 5
Here is C6H12 in the gas phase from the Open Molecules 2025 dataset. Energies are from ωB97M-V/def2-TZVPD.

Results
Highest occupied orbital energy, eV: -10.114
Maximum force, eV/Å: 0.21
Energy relative to the best compared isomer or geometry (same formula, charge and spin), kcal/mol: 25.4
Orbital gap, eV: 11.42
Structure (SMILES): CCCC1CC1

Structure (XYZ):
```
18
Properties=species:S:1:pos:R:3:forces:R:3
C -1.89986 0.51098 0.83794 -0.024 0.076 -0.004
C -1.36119 -0.85531 0.41310 -0.029 -0.070 -0.010
C 0.16897 -0.96931 0.49526 0.041 0.023 0.039
C 0.90130 -0.39763 -0.70416 -0.070 -0.113 -0.047
C 2.18637 0.36751 -0.55562 0.202 -0.038 0.038
C 0.94184 1.07471 -1.01158 -0.103 0.177 -0.032
H -1.49060 1.31562 0.22134 -0.102 -0.126 0.078
H -1.63722 0.72386 1.88155 -0.030 -0.035 -0.148
H -2.99080 0.55502 0.75328 0.137 -0.035 0.024
H -1.81653 -1.62466 1.04948 0.076 0.091 -0.082
H -1.68213 -1.07718 -0.61350 0.041 0.016 0.129
H 0.44864 -2.02756 0.58578 -0.022 0.164 0.003
H 0.52195 -0.48475 1.41712 -0.058 -0.006 -0.138
H 0.84896 -1.03650 -1.58565 -0.009 0.116 0.123
H 2.52713 0.57977 0.45519 -0.061 -0.076 -0.157
H 2.98655 0.20242 -1.27111 -0.145 0.008 0.097
H 0.86712 1.37542 -2.05317 0.040 -0.039 0.180
H 0.47950 1.76757 -0.31524 0.116 -0.133 -0.094
```
Forces are in eV/Å.

***

# 6
Here is 2 unconnected molecules or ions with the total composition C6H12 from the Open Molecules 2025 dataset. Energies are from ωB97M-V/def2-TZVPD.

Results
Highest occupied orbital energy, eV: -9.169
Maximum force, eV/Å: 0.43
Energy relative to the best compared isomer or geometry (same formula, charge and spin), kcal/mol: 69.2
Orbital gap, eV: 10.20
Structure (SMILES): CC1(C)C=CC1.[H][H]

Structure (XYZ):
```
18
Properties=species:S:1:pos:R:3:forces:R:3
C -1.02823 1.31703 -0.38473 -0.038 0.084 -0.047
C 0.10219 0.28613 -0.47789 0.066 0.117 -0.125
C 1.25817 0.77335 -1.33337 0.029 -0.012 -0.077
C 0.43896 -0.26707 0.88920 -0.051 -0.045 0.080
C -0.36543 -1.32802 0.75406 0.074 -0.054 0.074
C -0.53441 -1.12564 -0.73264 -0.147 -0.077 -0.213
H -1.46400 1.50033 -1.37344 0.094 0.046 0.080
H -1.81986 0.94018 0.27382 0.135 0.086 -0.148
H -0.68215 2.27398 0.02209 0.016 -0.115 -0.068
H 0.95401 0.92397 -2.37421 0.044 -0.021 0.075
H 2.09554 0.06714 -1.30831 -0.137 0.061 -0.068
H 1.62110 1.73602 -0.94993 -0.036 -0.152 -0.071
H 1.14561 0.07882 1.63791 -0.391 0.133 0.031
H 0.35012 -1.00305 3.20327 0.018 -0.147 0.297
H -0.80828 -2.04210 1.44041 0.362 -0.112 -0.196
H 0.49896 -1.70735 3.02751 0.077 -0.015 0.313
H -1.52792 -1.18393 -1.19116 0.091 0.118 0.078
H 0.16209 -1.77194 -1.28120 -0.207 0.104 -0.018
```
Forces are in eV/Å.